[1]
Here is a molecular structure, C35H30F6FeN5O7S2 from the OMol25 dataset. Energies are from the ωB97M-V functional and the def2-TZVPD basis.

Total energy in hartree: -4811.45912
Max |F| in eV/A: 0.1
<S²>: 8.7568
Gap between HOMO and LUMO (alpha / beta) in hartree: 0.2999 / 0.2811

```
! RIJCOSX wB97M-V def2-TZVPD def2/J DEFGRID3
* xyz 0 6
Fe 0.02802 -0.35120 -0.30060
C 0.52272 -5.32517 2.88154
O -0.20018 -5.23266 4.11696
C 0.10998 -4.16627 4.90784
C 0.62446 -4.41127 6.17511
C 0.94437 -3.35855 7.01604
C 0.75063 -2.04638 6.60293
C 0.20907 -1.79692 5.35371
C -0.11745 -2.84909 4.50406
N -0.70949 -2.58055 3.24089
C -0.05745 -2.03805 2.17647
N 1.25155 -1.80033 2.36170
C 2.23569 -1.43358 1.41350
C 1.95156 -0.84773 0.19556
C 3.03585 -0.52768 -0.63400
C 4.33845 -0.76300 -0.24346
C 4.60830 -1.33487 1.00183
C 3.55701 -1.67399 1.82802
O 3.68504 -2.23345 3.07341
C 4.99598 -2.44608 3.56220
N -0.68420 -1.78098 1.04627
C -2.06639 -2.13593 0.98957
C -3.03221 -1.21115 1.37844
C -4.38208 -1.51006 1.30580
C -4.78376 -2.75886 0.85203
C -3.83435 -3.70187 0.49378
C -2.47929 -3.40439 0.56711
O -1.59236 -4.41784 0.31724
C -0.74469 -4.24978 -0.82377
H 0.58626 -6.38459 2.64379
H 1.53127 -4.92101 2.99849
H 0.00139 -4.80917 2.07692
H 0.77515 -5.43973 6.47549
H 1.35107 -3.56379 7.99766
H 1.00189 -1.22202 7.25622
H 0.02177 -0.78312 5.02018
H -1.65366 -2.89322 3.07462
H 1.63124 -2.08109 3.25444
H 2.84664 -0.05801 -1.59342
H 5.16299 -0.49344 -0.89166
H 5.63073 -1.50187 1.30832
H 5.55286 -3.12926 2.91704
H 4.88315 -2.88847 4.54826
H 5.54055 -1.50225 3.64724
H -2.69117 -0.25271 1.74910
H -5.11513 -0.77360 1.60794
H -5.83584 -3.00443 0.78918
H -4.11984 -4.69204 0.16333
H -0.35914 -5.23844 -1.06471
H 0.07917 -3.57230 -0.60408
H -1.31140 -3.86074 -1.67183
C -3.88409 2.00841 -0.85553
C -4.32730 1.50368 -2.06700
C -3.59029 0.52091 -2.69805
C -2.41828 0.05241 -2.10900
N -2.00412 0.54035 -0.92820
C -2.71886 1.49143 -0.32746
C -1.53252 -0.95820 -2.74783
C -1.90582 -1.63023 -3.91300
C -1.02184 -2.50654 -4.51933
C 0.23869 -2.70791 -3.97015
C 0.59350 -2.06013 -2.79493
C -0.28670 -1.19017 -2.15424
H -4.41761 2.78823 -0.33154
H -5.23422 1.88103 -2.52155
H -3.90807 0.13119 -3.65291
H -2.34584 1.84389 0.62508
H -2.88333 -1.48109 -4.35348
H -1.31275 -3.02549 -5.42361
H 0.93845 -3.37778 -4.45569
H 1.57027 -2.25046 -2.36247
F 3.17509 3.15742 -0.42558
C 2.23627 3.70920 -1.18589
F 2.22742 5.02135 -0.98503
F 2.51428 3.46437 -2.46430
S 0.57992 2.99825 -0.80642
O 0.75625 1.58146 -1.08106
O -0.33935 3.71973 -1.62103
N 0.42315 3.35059 0.71724
S 0.12910 2.37603 1.89445
O -0.70548 2.97583 2.88130
O -0.23274 1.02674 1.47299
C 1.75601 2.14293 2.72810
F 2.18732 3.29547 3.22800
F 2.65956 1.67046 1.88049
F 1.60380 1.26803 3.72806
*
```

=====

[2]
Here is a molecular structure, C35H30IN3O2P2PdS at a distorted geometry from the OMol25 dataset. Energies are from the ωB97M-V functional and the def2-TZVPD basis.

Total energy in hartree: -3172.37091
Max |F| in eV/A: 2.9
Gap between HOMO and LUMO (alpha / beta) in hartree: 0.1677 / 0.1677

```
! RIJCOSX wB97M-V def2-TZVPD def2/J DEFGRID3
* xyz 2 1
Pd 0.51768 0.85113 -0.80525
O 2.00481 4.52367 -1.21613
C 0.97183 4.01617 -0.78305
O 0.85103 2.93144 -0.11534
C -0.33030 4.73914 -0.99413
C -0.42223 6.09160 -0.77502
C -1.67029 6.71496 -0.83344
C -2.83074 5.97784 -1.11810
C -2.75345 4.63748 -1.37984
C -1.48850 3.98510 -1.34617
S -1.41037 2.36773 -1.80642
H 0.47470 6.64773 -0.53920
H -1.73833 7.77789 -0.64096
H -3.79169 6.47398 -1.13150
H -3.63936 4.07003 -1.63267
C -0.92694 -2.87790 1.06812
N -0.47226 -1.76159 0.23504
P -1.49378 -0.57477 -0.41640
C -3.00166 -1.46769 -0.86369
C -3.03702 -2.13227 -2.09057
C -4.13124 -2.91633 -2.41369
C -5.18899 -3.02805 -1.52035
C -5.15254 -2.35764 -0.30407
C -4.06595 -1.56581 0.02932
C -1.99832 0.48392 0.99181
C -1.27456 0.49598 2.17961
C -1.61409 1.38661 3.18765
C -2.66407 2.27642 3.00949
C -3.40144 2.25578 1.83374
C -3.07679 1.36058 0.82590
P 1.13017 -1.46972 -0.24332
C 2.07637 -1.07537 1.25609
C 2.70968 -1.99506 2.08921
C 3.36631 -1.54295 3.22434
C 3.41803 -0.18749 3.52149
C 2.78576 0.73324 2.69326
C 2.11630 0.28289 1.57287
C 1.73716 -3.02889 -0.89175
C 0.86190 -3.89455 -1.55207
C 1.34007 -5.08873 -2.05818
C 2.68855 -5.40682 -1.93847
C 3.56780 -4.52144 -1.32647
C 3.10254 -3.32144 -0.81924
H -1.50531 -3.59610 0.48608
H -1.54888 -2.50935 1.88466
H -0.05984 -3.38364 1.49135
H -2.21298 -2.02681 -2.78771
H -4.16312 -3.43343 -3.36319
H -6.04840 -3.63236 -1.77728
H -5.97654 -2.45176 0.39038
H -4.04645 -1.04510 0.97791
H -0.46175 -0.20150 2.33117
H -1.06431 1.37655 4.11959
H -2.91986 2.97414 3.79570
H -4.24233 2.92627 1.71030
H -3.67509 1.31294 -0.07616
H 2.69357 -3.05381 1.86458
H 3.84347 -2.25811 3.88109
H 3.95336 0.15303 4.39764
H 2.81378 1.79105 2.91979
H 1.58890 0.97110 0.90905
H -0.18648 -3.64108 -1.65670
H 0.66361 -5.77201 -2.55325
H 3.05707 -6.34290 -2.33586
H 4.61872 -4.76462 -1.24860
H 3.79604 -2.62553 -0.36195
I 6.34014 -1.00374 -0.94850
C 4.72756 0.28066 -1.18382
C 4.68455 1.64074 -0.91688
N 3.44288 2.05641 -1.17452
N 2.66971 1.06220 -1.61871
C 3.44649 -0.03305 -1.62109
H 5.45644 2.30423 -0.56405
H 3.08467 3.03525 -1.13660
H 3.08461 -0.97648 -1.99688
*
```

=====

[3]
Here is a molecular structure, C35H30IN3O2P2PdS from the OMol25 dataset. Energies are from the ωB97M-V functional and the def2-TZVPD basis.

Total energy in hartree: -3172.40154
Max |F| in eV/A: 0.5
<S²>: 6.0404
Gap between HOMO and LUMO (alpha / beta) in hartree: 0.2697 / 0.1576

```
! RIJCOSX wB97M-V def2-TZVPD def2/J DEFGRID3
* xyz 2 5
Pd -0.05905 -0.18620 0.01624
O -1.60475 3.01084 0.27736
C -1.33422 2.12482 1.05275
O -0.13379 1.61793 1.22855
C -2.41367 1.53366 1.92774
C -3.29946 2.42205 2.49977
C -4.32446 1.98699 3.34018
C -4.49619 0.63128 3.60109
C -3.64033 -0.28033 3.02640
C -2.57898 0.14222 2.18580
S -1.66755 -1.12820 1.51118
H -3.18316 3.47455 2.27709
H -4.99377 2.71065 3.78654
H -5.29826 0.29454 4.24302
H -3.77152 -1.34136 3.19665
C -1.63031 -2.02743 -3.68799
N -1.23056 -1.52869 -2.36547
P 0.22590 -1.93267 -1.59646
C 1.58353 -1.62764 -2.73720
C 1.85183 -2.46471 -3.82330
C 2.83232 -2.12010 -4.73839
C 3.55510 -0.94342 -4.57626
C 3.30274 -0.11107 -3.49615
C 2.31954 -0.45434 -2.58022
C 0.18195 -3.70935 -1.31837
C -1.03687 -4.34511 -1.08352
C -1.07202 -5.69690 -0.77966
C 0.11042 -6.41864 -0.69140
C 1.32877 -5.78804 -0.90725
C 1.36820 -4.43802 -1.21823
P -1.70007 -0.01336 -1.75899
C -3.40759 -0.16903 -1.22301
C -4.01154 -1.41772 -1.09468
C -5.29651 -1.51975 -0.58007
C -5.97715 -0.37572 -0.18920
C -5.37758 0.87165 -0.31877
C -4.09605 0.98171 -0.83376
C -1.66349 1.18015 -3.08865
C -0.48375 1.88750 -3.32038
C -0.40315 2.77014 -4.38392
C -1.50176 2.95200 -5.21371
C -2.68193 2.25769 -4.98205
C -2.76907 1.37430 -3.91854
H -1.17401 -3.00229 -3.85539
H -1.31348 -1.34340 -4.47651
H -2.71298 -2.14733 -3.72977
H 1.29993 -3.38717 -3.95484
H 3.03514 -2.76944 -5.57929
H 4.32135 -0.68011 -5.29311
H 3.87101 0.79996 -3.36372
H 2.13214 0.19569 -1.72933
H -1.96084 -3.78521 -1.15082
H -2.02162 -6.18820 -0.61551
H 0.08234 -7.47497 -0.46020
H 2.24907 -6.35349 -0.84737
H 2.32280 -3.96133 -1.40498
H -3.48128 -2.30954 -1.40016
H -5.76799 -2.48973 -0.49430
H -6.98149 -0.45424 0.20586
H -5.91436 1.76387 -0.02346
H -3.63320 1.95821 -0.92761
H 0.36624 1.76064 -2.66108
H 0.50766 3.32632 -4.55943
H -1.44249 3.64645 -6.04118
H -3.53617 2.40908 -5.62788
H -3.69383 0.84229 -3.73249
I 4.28879 -1.54441 4.79863
C 3.12690 -0.67329 3.46908
C 2.54599 0.62994 3.54762
N 1.86813 0.80072 2.45377
N 1.92307 -0.29074 1.60570
C 2.65382 -1.17964 2.20619
H 2.59867 1.36865 4.33258
H 1.13890 1.49800 2.16522
H 2.86769 -2.13502 1.75196
*
```

=====

Question: Among the records above, which one has the highest max |F|?
Answer: number 2

=====

Question: total energy of number 1 (C35H30F6FeN5O7S2)?
Answer: -4811.45912 hartree

=====

Question: Which of these has the lowest total energy?
Answer: C35H30F6FeN5O7S2